Molecular formula: C4H3F2N
Method: DFT, ωB97M-V/def2-TZVPD

Spin multiplicity: 1
E_HOMO (spin up / spin down): -0.336 / -0.330 hartree
ΔE to the lowest compared entry with this formula, charge and spin: 461.1 kJ/mol
Orbital gap (spin up / spin down): 7.67 / 7.57 eV
Total charge: 0

Each line ends with the Mulliken charge.
Positions of all 10 atoms, in Å:
1 C 0.322 -1.636 -0.363  0.425
2 C -0.082 -0.398 -0.005  0.025
3 C 1.566 0.951 -0.009  0.266
4 C -1.372 0.260 -0.069  -0.878
5 N 0.701 -2.731 -0.463  -0.422
6 F 1.332 1.960 0.802  -0.158
7 F 2.705 0.383 0.302  -0.141
8 H -2.044 -0.324 0.564  0.313
9 H -1.801 0.256 -1.076  0.272
10 H -1.327 1.278 0.316  0.298


Molecular formula: C22H21N3O4
Method: DFT, ωB97M-V/def2-TZVPD

Spin multiplicity: 1
E_HOMO: -0.358 hartree
SMILES: CCOC(OCC)c1cn(Cc2ccc3c(c2)C(=O)c2ccccc2C3=O)nn1
ΔE to the lowest compared entry with this formula, charge and spin: 134.4 kJ/mol
Orbital gap: 8.42 eV
Total charge: 0

Each line ends with the Mulliken charge.
Positions of all 50 atoms, in Å:
1 C 5.107 -1.631 -1.835  -1.171
2 C 4.242 -2.368 -0.820  -0.260
3 H 3.198 -2.043 -0.886  0.281
4 H 4.278 -3.448 -1.008  0.392
5 O 4.726 -2.163 0.505  -0.425
6 C 3.887 -1.451 1.358  -0.045
7 C 3.461 -0.105 0.854  -0.154
8 C 2.252 0.529 1.054  0.267
9 N 2.386 1.710 0.414  0.855
10 N 3.588 1.790 -0.140  -1.063
11 N 4.237 0.720 0.119  -0.362
12 C 1.415 2.762 0.281  -1.099
13 C 0.125 2.237 -0.294  0.916
14 C -1.088 2.516 0.314  -0.781
15 C -2.281 2.021 -0.204  -0.052
16 C -2.255 1.221 -1.351  0.133
17 C -1.032 0.943 -1.959  -1.157
18 C 0.144 1.446 -1.441  -0.169
19 H 1.086 1.226 -1.923  0.525
20 H -1.031 0.325 -2.845  0.493
21 C -3.491 0.658 -1.941  0.717
22 O -3.467 -0.045 -2.932  -0.661
23 C -4.755 1.004 -1.254  0.186
24 C -5.951 0.512 -1.769  -0.593
25 C -7.157 0.811 -1.161  -0.501
26 C -7.182 1.607 -0.026  -0.517
27 C -6.001 2.101 0.497  -0.553
28 C -4.780 1.808 -0.106  0.175
29 C -3.545 2.357 0.491  0.580
30 O -3.560 3.045 1.494  -0.665
31 H -5.997 2.722 1.380  0.479
32 H -8.123 1.842 0.450  0.401
33 H -8.078 0.423 -1.571  0.407
34 H -5.909 -0.106 -2.654  0.481
35 H -1.137 3.125 1.205  0.481
36 H 1.860 3.509 -0.384  0.401
37 H 1.233 3.224 1.257  0.380
38 H 1.365 0.229 1.569  0.556
39 O 2.699 -2.142 1.652  -0.286
40 C 2.900 -3.363 2.345  -0.263
41 C 1.556 -4.055 2.498  -1.241
42 H 1.682 -4.989 3.039  0.402
43 H 0.869 -3.415 3.045  0.293
44 H 1.131 -4.262 1.520  0.314
45 H 3.344 -3.150 3.329  0.281
46 H 3.600 -3.996 1.784  0.304
47 H 4.492 -1.327 2.277  0.349
48 H 4.736 -1.817 -2.840  0.363
49 H 6.132 -1.982 -1.761  0.316
50 H 5.092 -0.564 -1.627  0.292


Molecular formula: C26H58O18
Method: DFT, ωB97M-V/def2-TZVPD

Spin multiplicity: 1
E_HOMO: -0.024 hartree
ΔE to the lowest compared entry with this formula, charge and spin: 517.8 kJ/mol
Orbital gap: 4.54 eV
Total charge: -2

Each line ends with the Mulliken charge.
Positions of all 102 atoms, in Å:
1 O -0.825 -0.091 1.521  -0.490
2 C -0.790 0.903 0.739  0.653
3 O -0.620 0.666 -0.462  -0.390
4 O -0.793 2.014 1.232  -0.791
5 H -0.719 -0.660 0.755  0.104
6 O 0.703 -1.455 -2.711  -0.464
7 C 1.576 -0.569 -3.123  0.574
8 O 1.338 0.694 -2.969  -0.654
9 O 2.717 -0.892 -3.572  -0.855
10 H 0.038 -0.830 -2.412  0.341
11 C 3.487 -0.388 5.375  -0.357
12 O 4.795 -0.870 5.087  -0.393
13 C 4.837 -2.155 4.524  -0.692
14 C 3.839 -2.312 3.381  0.150
15 O 2.579 -2.643 3.781  -0.415
16 C 1.631 -2.723 2.707  0.030
17 C 1.785 -3.920 1.829  -0.194
18 O 2.875 -3.708 0.987  -0.292
19 C 3.084 -4.730 0.016  -0.841
20 H 3.566 0.368 6.155  0.306
21 H 2.722 -1.080 5.728  0.247
22 H 3.114 0.074 4.461  0.010
23 H 4.606 -2.822 5.355  0.324
24 H 5.886 -2.352 4.302  0.318
25 H 4.217 -3.145 2.787  0.311
26 H 3.757 -1.428 2.749  0.046
27 H 1.588 -1.766 2.187  -0.028
28 H 0.711 -2.970 3.236  0.220
29 H 0.914 -4.151 1.215  0.236
30 H 2.047 -4.796 2.422  0.257
31 H 3.910 -5.407 0.233  0.276
32 H 3.439 -4.286 -0.915  0.301
33 H 2.124 -5.194 -0.210  0.285
34 C -0.458 6.231 0.403  -0.373
35 O -0.949 5.421 -0.634  -0.223
36 C -2.291 5.145 -0.454  -0.517
37 C -2.809 4.300 -1.715  -0.627
38 O -1.999 3.142 -1.925  0.008
39 C -2.352 2.237 -2.987  -0.756
40 C -3.524 1.330 -2.625  -0.101
41 O -3.831 0.532 -3.735  -0.402
42 C -4.609 -0.565 -3.268  -0.390
43 H -0.746 7.277 0.500  0.338
44 H 0.598 6.451 0.250  -0.143
45 H -0.486 5.689 1.348  0.233
46 H -2.895 6.052 -0.496  0.386
47 H -2.531 4.566 0.438  0.310
48 H -2.850 4.983 -2.563  0.278
49 H -3.811 3.904 -1.552  0.350
50 H -1.545 1.570 -3.293  0.142
51 H -2.559 2.713 -3.946  0.360
52 H -4.448 1.871 -2.422  0.255
53 H -3.353 0.890 -1.643  0.263
54 H -4.613 -1.276 -4.094  0.211
55 H -5.655 -0.296 -3.115  0.332
56 H -4.307 -1.178 -2.420  0.029
57 C -5.905 -4.287 -3.835  -0.391
58 O -4.735 -4.852 -4.435  -0.432
59 C -3.469 -4.620 -3.799  -0.222
60 C -3.239 -5.577 -2.577  -0.508
61 O -3.965 -5.330 -1.426  -0.476
62 C -3.739 -4.032 -0.886  -0.031
63 C -2.350 -3.750 -0.190  -0.142
64 O -2.219 -3.808 1.231  -0.292
65 C -2.552 -5.059 1.780  -0.914
66 H -6.904 -4.570 -4.167  0.317
67 H -5.944 -3.249 -4.166  0.120
68 H -5.869 -4.257 -2.746  0.200
69 H -3.284 -3.566 -3.591  0.140
70 H -2.686 -4.768 -4.543  0.404
71 H -2.168 -5.624 -2.378  0.352
72 H -3.480 -6.604 -2.851  0.341
73 H -4.439 -3.960 -0.054  0.513
74 H -4.038 -3.222 -1.551  -0.251
75 H -2.151 -2.713 -0.459  0.038
76 H -1.585 -4.420 -0.584  0.305
77 H -2.048 -5.866 1.249  0.372
78 H -3.633 -5.180 1.851  0.305
79 H -2.148 -5.171 2.786  0.257
80 C 2.949 0.851 1.060  -0.632
81 O 2.394 2.158 1.264  -0.120
82 C 2.313 2.635 2.591  -0.518
83 C 1.631 3.991 2.571  -0.795
84 O 2.076 4.931 1.482  -0.088
85 C 3.444 5.271 1.388  -0.488
86 C 3.742 6.217 0.156  -0.758
87 O 3.512 5.565 -1.073  -0.142
88 C 3.967 6.335 -2.230  -0.920
89 H 3.635 0.496 1.829  0.380
90 H 3.504 0.869 0.122  0.295
91 H 2.223 0.038 1.046  -0.124
92 H 3.274 2.612 3.103  0.530
93 H 1.709 1.880 3.094  0.362
94 H 1.919 4.524 3.477  0.319
95 H 0.551 3.851 2.518  0.282
96 H 4.034 4.359 1.478  0.284
97 H 3.816 5.878 2.214  0.299
98 H 4.695 6.746 0.167  0.475
99 H 3.092 7.092 0.179  0.334
100 H 4.969 6.742 -2.096  0.298
101 H 3.253 7.159 -2.234  0.341
102 H 3.729 5.920 -3.209  0.284


Molecular formula: C4H12
Method: DFT, ωB97M-V/def2-TZVPD

Spin multiplicity: 1
E_HOMO: -0.414 hartree
SMILES: CC.CC
ΔE to the lowest compared entry with this formula, charge and spin: 90.5 kJ/mol
Orbital gap: 12.39 eV
Total charge: 0

Each line ends with the Mulliken charge.
Positions of all 16 atoms, in Å:
1 C -1.811 -2.239 0.476  -0.953
2 C -0.983 -1.176 -0.232  -0.809
3 H -2.887 -2.145 0.481  0.298
4 H -1.876 -3.189 -0.070  0.276
5 H -1.429 -2.461 1.449  0.271
6 H -0.222 -1.633 -0.943  0.312
7 H -1.409 -0.328 -0.625  0.458
8 H -0.256 -0.759 0.509  0.142
9 C 1.802 1.081 -0.150  -0.513
10 C 0.979 2.414 -0.136  -0.792
11 H 2.257 0.973 -1.185  0.232
12 H 2.494 1.089 0.686  0.304
13 H 1.166 0.204 0.098  0.000
14 H 1.618 3.344 0.052  0.282
15 H 0.192 2.337 0.677  0.244
16 H 0.364 2.490 -1.090  0.248